{
  "formula": "C48H98BIInN8O10S2",
  "method": "ωB97M-V/def2-TZVPD",
  "total_energy_ha": -4386.65968,
  "total_charge": -1,
  "species": ["C", "C", "C", "C", "N", "C", "C", "C", "C", "In", "C", "C", "C", "I", "C", "C", "C", "O", "C", "C", "C", "C", "C", "C", "C", "B", "O", "O", "C", "C", "C", "S", "S", "C", "C", "C", "H", "H", "H", "H", "H", "H", "H", "H", "H", "H", "H", "H", "H", "H", "H", "H", "H", "H", "H", "H", "H", "H", "H", "H", "H", "H", "H", "H", "H", "H", "H", "H", "H", "H", "H", "H", "H", "H", "H", "H", "H", "H", "H", "H", "H", "H", "H", "H", "H", "C", "C", "O", "N", "C", "H", "H", "H", "H", "H", "H", "H", "C", "C", "O", "N", "C", "H", "H", "H", "H", "H", "H", "H", "C", "C", "O", "N", "C", "H", "H", "H", "H", "H", "H", "H", "C", "C", "O", "N", "C", "H", "H", "H", "H", "H", "H", "H", "C", "C", "O", "N", "C", "H", "H", "H", "H", "H", "H", "H", "C", "C", "O", "N", "C", "H", "H", "H", "H", "H", "H", "H", "C", "C", "O", "N", "C", "H", "H", "H", "H", "H", "H", "H"],
  "coordinates": [[6.8448, -3.5498, -2.7982], [8.1232, -4.4278, -2.2087], [7.6347, -4.9426, -0.6983], [7.7897, -3.6699, 0.3235], [6.4389, -3.1182, 0.8145], [6.2604, -3.7267, 2.1879], [4.8426, -3.3699, 2.9296], [3.5485, -3.2365, 1.9323], [2.5480, -2.1034, 2.6017], [0.9627, -1.3250, 1.1470], [-1.0176, -1.3235, 2.2594], [-1.4627, -2.8969, 2.5395], [-3.1091, -3.0573, 2.3677], [-4.1817, -3.1887, 4.2810], [1.5815, 0.7626, 0.3898], [0.3240, 1.6383, -0.1928], [-0.7514, 0.6992, -1.0644], [0.6940, 2.7477, -1.0851], [1.7595, 3.5911, -0.5217], [3.1622, 3.2241, -1.3420], [4.5819, 3.9234, -0.9142], [5.9315, 3.4568, -1.7675], [5.9044, 2.3391, -2.9886], [4.4742, 1.6529, -3.4383], [3.1142, 2.1248, -2.5868], [0.7114, -2.7218, -0.6818], [1.9147, -3.5488, -1.0501], [-0.5786, -2.7621, -1.4020], [-0.8214, -4.0651, -2.0411], [-2.0363, -3.8217, -3.1645], [6.5708, -1.6116, 0.8483], [5.3466, -0.6921, 0.0364], [7.9501, -0.6274, 1.6489], [7.3162, 0.4937, 3.0123], [6.2993, 1.6702, 2.4804], [4.7878, 1.4108, 3.1464], [5.9093, -3.7653, -2.1019], [7.0358, -2.3930, -2.7403], [6.6502, -3.8554, -3.9126], [9.0561, -3.7136, -2.1499], [8.3858, -5.3528, -2.8915], [6.5206, -5.3014, -0.6709], [8.3114, -5.8656, -0.4453], [8.4517, -2.8405, -0.1937], [8.4063, -4.0557, 1.2639], [7.1289, -3.2707, 2.8680], [6.4548, -4.8828, 2.1611], [4.9759, -2.4354, 3.6430], [4.6089, -4.2856, 3.6565], [3.8011, -3.0104, 0.8123], [3.0027, -4.2969, 1.9387], [3.1240, -1.2193, 3.1224], [1.9548, -2.6680, 3.4641], [-1.8158, -0.7550, 1.6190], [-0.8290, -0.8223, 3.3131], [-1.1275, -3.2534, 3.6171], [-0.9761, -3.6523, 1.7810], [-3.3846, -4.0370, 1.7532], [-3.5233, -2.1157, 1.7805], [2.0773, 1.3600, 1.2937], [2.4449, 0.5620, -0.3745], [-0.2802, 2.0417, 0.7360], [-1.3137, -0.0853, -0.4026], [-1.5461, 1.4744, -1.5035], [-0.1673, 0.2499, -1.9753], [1.5085, 4.7209, -0.8128], [1.8734, 3.5398, 0.6418], [4.6936, 4.7208, -0.0594], [7.0007, 3.9069, -1.4968], [6.8640, 1.9730, -3.5816], [4.3709, 0.8420, -4.3055], [2.1128, 1.5773, -2.9372], [2.4664, -2.8975, -1.6065], [0.0825, -4.4937, -2.6527], [-1.2110, -4.9029, -1.2920], [-3.0964, -4.1340, -2.7469], [-1.9957, -2.6723, -3.4574], [-1.7536, -4.4794, -4.1170], [6.7778, -0.1860, 3.8062], [8.2316, 1.0394, 3.5168], [6.2441, 1.7496, 1.2959], [6.6063, 2.7590, 2.8495], [4.6704, 0.3432, 3.6109], [4.0293, 1.5231, 2.2573], [4.4997, 2.2566, 3.9323], [3.1821, 7.7463, -0.5288], [4.6727, 7.6067, -0.6636], [5.3185, 6.8130, 0.0167], [5.3113, 8.3950, -1.5756], [4.7394, 9.3798, -2.4620], [2.8187, 7.0539, 0.2359], [2.9275, 8.7644, -0.2220], [2.6956, 7.5005, -1.4767], [6.3127, 8.2424, -1.6069], [4.9766, 9.0900, -3.4883], [5.2065, 10.3431, -2.2443], [3.6576, 9.4654, -2.3482], [-4.1123, -1.5220, -6.8301], [-3.6506, -1.1256, -5.4556], [-2.5210, -1.3834, -5.0464], [-4.5279, -0.4590, -4.6511], [-5.8856, -0.0655, -4.9418], [-3.3040, -2.0443, -7.3498], [-4.9691, -2.1974, -6.7570], [-4.3762, -0.6319, -7.4078], [-4.1431, -0.2271, -3.7428], [-5.9512, 1.0207, -4.8458], [-6.5391, -0.5314, -4.2006], [-6.2007, -0.3625, -5.9434], [-2.2915, -0.8366, 7.2896], [-1.2238, -0.4768, 6.2944], [-0.9012, -1.2325, 5.3808], [-0.6047, 0.7317, 6.4260], [-0.8367, 1.7514, 7.4205], [-2.6902, -1.8275, 7.0543], [-1.8694, -0.8646, 8.2978], [-3.1101, -0.1136, 7.2385], [0.1012, 0.9003, 5.7187], [-1.1291, 2.6683, 6.9035], [0.1011, 1.9237, 7.9538], [-1.6145, 1.4706, 8.1324], [-10.3101, 2.5277, -5.6182], [-9.3007, 1.5091, -6.0690], [-8.3605, 1.1624, -5.3579], [-9.4498, 0.9636, -7.3105], [-10.4756, 1.2343, -8.2887], [-10.0580, 2.8697, -4.6104], [-10.2965, 3.3908, -6.2894], [-11.3075, 2.0804, -5.5920], [-8.7313, 0.2869, -7.5405], [-10.9919, 0.2965, -8.5064], [-9.9896, 1.5957, -9.1978], [-11.1974, 1.9756, -7.9420], [6.9143, 1.6987, 7.4396], [6.3547, 0.3434, 7.1083], [5.1995, 0.1914, 6.7183], [7.1706, -0.7405, 7.2515], [8.5446, -0.7732, 7.6917], [6.1464, 2.4602, 7.2762], [7.2163, 1.7325, 8.4900], [7.7655, 1.9214, 6.7904], [6.7214, -1.6159, 7.0091], [9.1448, -1.2190, 6.8953], [8.6004, -1.4063, 8.5803], [8.9310, 0.2198, 7.9269], [-6.6519, -2.0186, -0.7092], [-7.1313, -0.6961, -0.1794], [-8.2570, -0.5504, 0.2913], [-6.2751, 0.3647, -0.2313], [-4.9254, 0.4000, -0.7408], [-7.4444, -2.7643, -0.5995], [-6.4058, -1.9296, -1.7709], [-5.7797, -2.3553, -0.1421], [-6.6709, 1.2189, 0.1440], [-4.2656, 0.7168, 0.0701], [-4.8862, 1.1388, -1.5446], [-4.5972, -0.5690, -1.1202], [-11.4847, -1.4552, -2.8358], [-12.6384, -0.5959, -2.3997], [-13.3971, -0.0628, -3.2060], [-12.8333, -0.4137, -1.0618], [-12.0620, -0.9476, 0.0348], [-11.4599, -1.5054, -3.9281], [-10.5428, -1.0220, -2.4884], [-11.6050, -2.4697, -2.4460], [-13.6291, 0.1764, -0.8488], [-12.7305, -1.5434, 0.6605], [-11.6775, -0.1081, 0.6185], [-11.2302, -1.5678, -0.3032]],
  "forces_ev_per_angstrom": [[0.132, -0.152, 0.170], [-1.330, 0.163, 0.370], [0.795, 0.404, -0.758], [1.344, -0.945, 0.206], [2.613, 0.909, 0.550], [0.156, 0.607, 2.049], [0.184, -1.020, 0.020], [-0.379, 0.130, 0.933], [0.058, -1.200, 0.814], [0.123, 0.260, 0.341], [-0.393, -0.602, 1.200], [-0.554, 0.404, 0.105], [1.009, -0.160, -1.925], [0.305, 0.100, -0.748], [0.239, 1.392, 0.255], [-0.395, -2.129, 0.724], [0.383, 1.838, -0.265], [0.993, 0.621, 1.902], [0.619, 0.448, -1.659], [3.049, -0.909, -1.288], [0.051, -3.441, -3.774], [-2.554, -1.612, -0.994], [-3.782, 0.604, 1.489], [-0.038, 3.328, 3.828], [3.250, 0.740, 0.191], [-0.020, -0.117, -0.748], [-1.457, 2.312, -1.433], [2.741, -2.789, 0.734], [-1.758, -0.739, -1.807], [1.010, 0.026, 0.187], [-3.427, 1.236, -1.066], [2.694, -2.095, 1.752], [0.039, -0.859, 0.270], [-1.204, 1.117, 0.606], [-0.951, 0.545, 0.620], [-0.241, 0.711, -1.044], [1.852, 0.451, -1.770], [-0.279, -2.260, -0.158], [0.143, 0.709, 2.165], [-1.691, -1.647, 0.086], [-0.615, 1.914, 1.314], [2.102, 0.729, -0.334], [-1.188, 1.876, 0.038], [-1.537, -1.569, 0.985], [-1.104, 0.999, -1.862], [-1.564, -1.055, -1.161], [-0.532, 2.219, -0.413], [-0.313, -1.711, -1.742], [0.612, 1.965, -1.388], [-0.184, -0.334, 2.338], [1.042, 2.326, -0.110], [-0.818, -1.791, -1.075], [1.213, 1.246, -1.545], [1.180, -1.064, 1.348], [-0.812, -0.881, -2.374], [-0.744, 0.897, -2.216], [-0.963, 1.462, 1.216], [0.453, 2.063, 1.485], [0.756, -2.024, 1.443], [-0.994, -1.124, -1.857], [-1.734, 0.620, 1.090], [1.167, -0.526, -1.659], [1.413, 1.406, -1.356], [1.541, -1.686, 0.837], [-1.273, 0.511, 1.853], [0.421, -2.381, 0.600], [-0.120, -0.236, -2.270], [-0.308, -1.814, -1.945], [-2.688, -1.028, -0.555], [-2.089, 1.113, 1.629], [0.338, 2.034, 2.178], [2.335, 1.622, 1.221], [-0.994, -1.430, 1.331], [-1.439, 1.048, 1.544], [1.074, 1.913, -1.230], [2.151, 0.703, -0.883], [-0.260, -2.696, 0.585], [-0.895, 1.435, 1.959], [1.083, 1.477, -1.486], [-1.443, -1.582, -1.233], [0.120, -0.523, 2.654], [-0.190, -2.430, -0.661], [0.253, 2.145, -0.845], [1.259, -0.396, 1.810], [0.782, -1.984, -1.522], [-0.205, -0.108, 0.110], [0.753, -0.475, 0.295], [-0.322, 0.560, -0.220], [-0.195, -0.366, 0.484], [0.424, -0.029, -0.084], [0.221, 0.115, -0.181], [-0.099, -0.060, -0.160], [-0.048, 0.151, 0.087], [-0.274, 0.010, -0.020], [-0.219, 0.231, -0.087], [-0.226, 0.143, -0.196], [0.238, -0.098, 0.042], [0.062, -0.147, -0.287], [0.725, 0.120, 0.912], [-0.570, 0.248, -0.599], [0.600, -0.484, -0.408], [0.191, 0.213, 0.450], [-0.106, 0.147, 0.265], [-0.036, 0.164, -0.120], [-0.155, -0.141, 0.010], [-0.042, -0.045, -0.225], [-0.350, -0.165, -0.143], [-0.289, 0.169, -0.230], [0.143, 0.064, 0.263], [-0.208, -0.206, 0.114], [0.539, -0.579, -1.024], [-0.249, 0.429, 1.065], [-0.210, -0.404, -0.082], [0.326, 0.074, -0.324], [0.191, 0.254, -0.104], [-0.150, 0.131, 0.003], [0.055, -0.038, 0.180], [-0.137, -0.056, 0.155], [-0.077, 0.143, 0.298], [-0.160, 0.193, 0.216], [0.143, -0.032, -0.198], [-0.078, 0.144, 0.193], [0.690, -0.413, 0.258], [-0.621, 0.229, -0.345], [0.180, 0.197, 0.595], [0.236, -0.297, -0.198], [0.047, -0.191, -0.260], [-0.180, -0.080, 0.025], [0.012, 0.168, -0.076], [-0.210, 0.173, 0.046], [-0.221, 0.195, -0.158], [-0.301, 0.073, -0.106], [0.208, -0.166, 0.020], [-0.037, 0.295, 0.015], [-1.044, -0.514, -0.418], [0.745, 0.220, 0.288], [-0.356, 0.396, -0.054], [-0.130, -0.414, -0.118], [0.097, -0.313, -0.018], [0.157, 0.063, -0.125], [0.038, 0.030, 0.194], [0.107, 0.214, 0.029], [0.268, 0.094, 0.173], [0.318, 0.104, 0.041], [-0.170, -0.168, -0.076], [-0.060, -0.241, -0.023], [-0.386, 0.607, 0.325], [0.181, -0.138, -0.203], [-0.669, -0.578, 0.034], [0.039, 0.382, 0.157], [0.112, 0.287, 0.046], [0.183, -0.085, 0.106], [0.033, -0.002, -0.217], [0.126, -0.239, -0.083], [0.269, -0.112, -0.253], [0.293, -0.071, -0.066], [-0.103, 0.132, 0.141], [0.153, -0.079, -0.205], [-0.647, 0.483, -0.003], [0.283, -0.173, 0.135], [-0.043, -0.052, -0.818], [-0.209, 0.205, 0.272], [-0.133, 0.102, 0.262], [-0.020, -0.214, 0.076], [0.196, 0.099, 0.051], [0.229, -0.154, -0.072], [0.240, -0.103, 0.145], [0.227, -0.286, 0.116], [-0.152, 0.225, 0.031]],
  "lowdin_charge": [-0.14, -0.25, -0.20, -0.23, -0.21, -0.23, -0.19, -0.29, -0.28, 0.71, -0.29, -0.35, -0.65, 0.60, -0.24, -0.40, -0.08, -0.23, -0.19, -0.09, -0.02, -0.08, -0.11, -0.08, -0.01, -0.47, -0.08, -0.12, -0.25, -0.10, -0.91, 0.68, 0.74, -0.49, -0.29, -0.13, 0.08, 0.07, 0.07, 0.10, 0.10, 0.12, 0.10, 0.11, 0.12, 0.11, 0.13, 0.10, 0.11, 0.05, 0.11, 0.02, 0.05, 0.02, 0.02, 0.09, 0.08, 0.05, 0.04, 0.03, 0.02, 0.14, 0.05, 0.08, 0.09, 0.12, 0.13, 0.07, 0.08, 0.07, 0.08, 0.10, 0.10, 0.12, 0.13, 0.07, 0.06, 0.08, 0.07, 0.08, 0.07, 0.10, 0.06, 0.05, 0.08, -0.01, -0.54, 0.00, 0.00, -0.09, 0.08, 0.08, 0.09, 0.14, 0.08, 0.08, 0.08, -0.02, -0.53, 0.01, 0.01, -0.10, 0.08, 0.08, 0.08, 0.13, 0.08, 0.08, 0.07, -0.02, -0.53, 0.01, 0.01, -0.09, 0.05, 0.08, 0.08, 0.15, 0.08, 0.08, 0.07, -0.01, -0.53, 0.02, 0.00, -0.08, 0.09, 0.08, 0.09, 0.14, 0.08, 0.08, 0.08, -0.02, -0.55, 0.02, 0.00, -0.09, 0.09, 0.08, 0.08, 0.14, 0.08, 0.08, 0.07, 0.00, -0.55, 0.00, 0.01, -0.08, 0.08, 0.07, 0.08, 0.14, 0.09, 0.08, 0.08, -0.01, -0.55, 0.00, 0.00, -0.08, 0.08, 0.09, 0.09, 0.14, 0.08, 0.09, 0.08]
}

{
  "formula": "C2H7NO",
  "method": "ωB97M-V/def2-TZVPD",
  "relative_energy_kcal_mol": 46.6,
  "smiles": "C=O.CN",
  "species": ["C", "O", "H", "H", "C", "N", "H", "H", "H", "H", "H"],
  "coordinates": [[-2.1058, -1.1587, -0.2603], [-2.1925, 0.0675, -0.4674], [-3.0454, -1.7978, -0.0651], [-1.0897, -1.7787, -0.2800], [1.2133, 0.2310, 0.5191], [1.4575, 1.4348, -0.2389], [1.9590, 0.1975, 1.3834], [1.1375, -0.6294, -0.1605], [0.1707, 0.3645, 1.0858], [1.9970, 1.2942, -1.0496], [0.4983, 1.7751, -0.4666]],
  "forces_ev_per_angstrom": [[0.043, 1.682, -0.561], [0.550, -3.972, 0.709], [1.127, 0.871, -0.195], [-1.718, 1.433, 0.044], [-1.242, 0.401, 2.377], [-2.448, 1.309, 0.998], [-0.723, -0.764, -1.354], [0.275, -0.312, 0.786], [2.153, -0.443, -1.323], [0.471, -0.224, -1.078], [1.513, 0.019, -0.404]],
  "nbo_charge": [0.26, -0.51, 0.12, 0.12, -0.42, -0.85, 0.19, 0.17, 0.19, 0.35, 0.36]
}

{
  "formula": "C6H15NO2",
  "method": "ωB97M-V/def2-TZVPD",
  "relative_energy_kcal_mol": 26.6,
  "smiles": "CCC(=O)N(C)CC.O",
  "species": ["C", "C", "C", "O", "N", "C", "C", "C", "H", "H", "H", "H", "H", "H", "H", "H", "H", "H", "H", "H", "H", "O", "H", "H"],
  "coordinates": [[-1.3458, -0.2006, 1.7376], [0.0012, 0.0437, 0.9992], [0.2485, -0.8900, -0.1465], [-0.4734, -1.9132, -0.3227], [1.1773, -0.5464, -1.0565], [1.4555, -1.3191, -2.2613], [2.0332, 0.6625, -0.9862], [1.5012, 1.8411, -1.9214], [-2.2091, 0.2003, 1.1804], [-1.3320, 0.2562, 2.7415], [-1.4741, -1.2905, 1.8488], [0.8759, -0.0385, 1.6728], [0.0210, 1.0523, 0.5435], [2.5550, -1.4053, -2.2699], [1.1325, -0.8427, -3.2021], [1.0235, -2.3329, -2.2139], [2.2123, 1.1484, -0.0078], [3.0059, 0.2879, -1.3590], [0.5334, 2.1665, -1.5042], [1.3517, 1.5563, -2.9764], [2.2043, 2.6901, -1.8824], [-5.1788, -0.3438, 3.5952], [-4.2762, -0.4626, 3.2218], [-5.0429, -0.3196, 4.5695]],
  "forces_ev_per_angstrom": [[0.545, -0.369, -0.050], [-0.142, 0.740, 0.321], [-2.558, -2.654, -1.079], [1.623, 1.928, 0.525], [0.794, 1.285, -0.021], [0.394, -0.761, 0.222], [0.010, 0.750, -1.327], [0.175, -0.745, 0.741], [0.453, -0.190, 0.116], [0.054, -0.077, -0.434], [-0.080, 0.473, -0.038], [-0.469, 0.173, -0.083], [0.008, -0.251, 0.571], [-0.366, -0.231, -0.422], [-0.029, 0.037, 0.508], [0.057, 0.638, 0.188], [-0.419, -0.952, -0.217], [-0.252, 0.599, 0.269], [0.323, 0.001, -0.287], [0.126, -0.047, 0.517], [-0.266, -0.344, -0.008], [1.062, -0.072, 0.633], [-0.938, 0.105, 0.418], [-0.105, -0.038, -1.066]],
  "nbo_charge": [-0.61, -0.49, 0.67, -0.66, -0.44, -0.41, -0.22, -0.62, 0.21, 0.20, 0.24, 0.23, 0.21, 0.19, 0.20, 0.25, 0.22, 0.20, 0.21, 0.21, 0.21, -0.94, 0.47, 0.47]
}